Entry i
This record from the Open Molecules 2025 dataset describes 2 unconnected molecules or ions with the total composition C3H3IN2O. The level of theory is ωB97M-V/def2-TZVPD.

* E_HOMO: -9.3 eV
* multiplicity: 1
* structure (SMILES): N=C=NI.C=C=O

Geometry (Å):
C: -1.03621 -1.41320 0.07684
C: 1.50273 0.59734 -0.08781
C: 1.07416 1.76074 0.22349
N: -0.67955 -2.53219 -0.12553
N: -1.58839 -0.43548 0.57491
O: 2.06879 -0.38563 -0.33387
I: -2.76857 0.98052 -0.10385
H: 0.12563 1.90075 0.79692
H: 1.11317 2.50077 -0.66961
H: 0.18823 -2.97361 -0.35148

Want to see where the charge sits? The Löwdin charges in e are:
1. C -0.49
2. C -0.34
3. C -0.03
4. N 0.19
5. N -0.51
6. O 0.16
7. I 0.81
8. H 0.04
9. H 0.11
10. H 0.08

Entry ii
This record from the Open Molecules 2025 dataset describes 2 unconnected molecules or ions with the total composition C3H3IN2O. The level of theory is ωB97M-V/def2-TZVPD.

* E_HOMO: -8.8 eV
* multiplicity: 1
* structure (SMILES): N=C=NI.C=C=O

Geometry (Å):
C: -0.86428 1.47181 0.04680
C: 1.38210 -0.66486 -0.17817
C: 0.72221 -1.76909 0.04437
N: -0.23434 2.43700 -0.15115
N: -1.46499 0.44719 -0.08387
O: 1.85103 0.41617 -0.24322
I: -3.07514 -0.70545 0.39246
H: 0.31242 -2.59641 -0.51442
H: 0.82610 -2.04215 1.07387
H: 0.54489 3.00578 -0.38667

Want to see where the charge sits? The Löwdin charges in e are:
1. C -0.53
2. C -0.27
3. C -0.01
4. N 0.19
5. N -0.46
6. O 0.13
7. I 0.75
8. H 0.06
9. H 0.06
10. H 0.08

Most stable structure - entry i; separation to the second - 57.2 kJ/mol.